1.
A structure of composition C16H24AsF7MnO12. Source: OMol25; level of theory: ωB97M-V with the def2-TZVPD basis set.

Geometry as XYZ:
```
61
Properties=species:S:1:pos:R:3:forces:R:3
H -1.018 1.415 4.566 0.0051 -0.0371 0.0779
H -5.412 -2.116 -1.877 0.3625 0.3469 0.4861
F -1.989 2.976 0.370 0.1007 -0.1788 -0.4560
H -3.405 -4.479 -3.980 -0.1836 0.0340 0.3567
H 0.509 4.754 -2.173 -0.0116 -0.9297 -0.3850
F -3.017 1.157 -2.468 0.4472 0.3654 1.0056
H -0.297 4.639 -0.037 0.0905 0.4052 -0.0020
C -1.425 -0.723 4.136 0.8275 -0.1738 0.7151
H -2.654 1.030 3.958 0.0633 0.4413 -0.3910
F -3.302 0.941 -0.008 0.3635 0.3549 -0.3253
C 0.796 4.635 -0.042 -0.3010 0.1921 0.2190
H -4.967 -4.079 -4.693 -0.2845 0.4079 0.3136
H 2.498 5.728 0.727 0.0103 0.0140 -0.0907
H -4.813 -3.731 -1.822 0.4605 -0.1355 -0.0892
H -0.987 -0.855 6.250 0.0169 -0.0120 0.0040
F 1.194 0.005 -2.972 -0.4050 -0.2047 0.9806
C 4.790 -2.891 0.512 -0.3166 0.2924 0.9520
O 1.116 3.386 0.592 0.6112 -0.9173 -0.3213
C -0.505 -1.089 5.299 0.0226 0.6022 -0.0577
O -1.353 -1.545 -1.511 0.5872 -0.0514 0.6093
O 1.766 1.348 -0.168 0.0952 -0.0133 0.4269
C 2.883 -1.998 -0.353 0.1711 -0.0329 -0.5750
O -1.081 0.977 2.574 -0.1418 0.7140 -0.3238
O 1.718 3.104 -1.500 0.0104 0.0897 -1.7736
C 1.410 5.749 0.791 -0.2013 -0.1299 -0.1988
H 5.884 -4.491 -0.358 0.1027 -0.0316 0.1408
H 4.663 -3.375 1.482 0.1696 -0.5457 -0.2552
O 1.802 -1.930 -0.876 0.2991 -0.5691 0.4262
F -1.591 3.166 -2.100 -0.1919 -0.1449 0.5988
O 3.557 -0.953 0.102 -0.1536 0.6670 -0.0204
O -3.429 -2.333 -1.183 0.1889 0.3447 0.1174
C -3.992 -2.457 -3.446 -0.9034 -0.6332 -0.2465
F -1.024 1.086 -0.998 -0.6899 0.9510 0.1800
As -2.494 2.101 -1.045 -0.9461 -0.4448 -1.3989
H 1.043 6.726 0.475 0.0538 -0.0182 -0.0929
F -3.915 3.069 -1.227 0.2885 -0.0985 0.3375
C 5.997 -3.414 -0.233 -0.5784 -0.0884 -0.3011
Mn 0.452 -0.336 -1.161 0.6999 0.4243 -1.4508
H 1.136 5.615 1.836 -0.0775 -0.0130 -0.0065
C -1.595 0.794 3.884 -0.2862 -0.7998 0.4404
H 6.918 -3.212 0.311 0.0080 0.0738 -0.0082
C 1.306 4.454 -1.497 -0.0291 1.2954 1.4678
C -0.614 -0.156 2.066 -0.5475 -0.0997 0.6223
H 0.406 -0.492 5.216 0.0176 -0.0102 0.1022
H 2.156 5.104 -1.708 0.2041 -0.2075 0.0474
C -4.504 -2.705 -2.028 -1.0693 -0.2329 -0.2759
O -0.783 -1.154 2.943 0.2150 -0.7612 -0.6612
H 6.035 -3.008 -1.244 0.1453 0.2589 0.0977
H 4.448 -1.257 1.907 0.1022 0.1983 -0.0294
O -0.119 -0.280 0.991 0.2382 -0.3866 0.1634
H -4.514 -1.609 -3.889 0.0647 -0.0215 -0.0626
C -2.393 -1.927 -1.943 -0.6109 -0.2754 0.1070
C -4.015 -3.662 -4.376 1.2572 0.0068 -0.4650
C 4.673 -1.380 0.848 0.7677 -0.8978 0.0154
C 1.553 2.518 -0.342 -0.5453 0.1477 0.6239
H -3.461 -3.369 -5.272 -0.2613 0.0322 -0.1352
H 5.601 -0.871 0.592 -0.3324 0.4262 -0.1922
H -0.210 -2.136 5.300 -0.2386 -0.0756 -0.1325
O -2.651 -2.058 -3.226 0.4873 0.1261 -0.6284
O 3.575 -3.128 -0.225 -0.0988 -0.2662 0.0275
H -2.358 -1.274 4.253 -0.1500 0.2257 -0.3104
```
Forces are in eV/Å.

Computed properties:
E_LUMO (alpha / beta), eV: 0.299 / 0.299
Multiplicity: 6
Largest force on an atom, eV/A: 1.96
ΔE to the lowest compared entry with this formula, charge and spin, eV: 0.000
HOMO level (alpha / beta), eV: -8.2 / -9.4

natural (NBO) atomic charge list, values in e, 2 entries: number 1, H, carries 0.193; number 2, H, carries 0.199

=====

2.
A structure of composition C16H24BeCl4CsFMgN3O12P. Source: OMol25; level of theory: ωB97M-V with the def2-TZVPD basis set.

Geometry as XYZ:
```
64
Properties=species:S:1:pos:R:3:forces:R:3
Cs -1.271 3.789 6.130 2.1669 -1.8876 3.9950
O 0.912 2.363 4.756 -0.8382 0.0906 -0.2035
N -2.928 4.774 2.652 -0.3810 -0.0377 -0.1721
C 0.488 -2.643 -4.026 0.0859 1.7127 -0.0630
H 2.674 -0.492 1.179 -0.9225 -0.3264 -0.0662
C 2.039 1.931 -3.219 -0.2184 -1.1529 -0.4126
H 1.565 3.916 1.303 -0.0150 -0.1925 0.0663
Cl -7.596 2.540 1.469 0.0926 0.1444 -0.2302
H 0.139 4.936 1.514 -0.0002 -0.0069 0.2025
H -1.082 -2.162 -2.856 1.6202 -0.2620 -0.7449
H 0.448 -2.060 -4.960 0.1253 -0.2888 0.4029
Mg -2.469 -1.959 -1.823 -1.9696 -0.2509 1.3638
C 0.989 0.324 -4.594 0.1008 0.1481 -0.5137
C 2.602 -1.412 0.604 -1.7141 -0.8334 -1.6500
H 3.641 -1.868 0.525 -0.5436 0.2999 0.2474
O 1.677 -4.933 -2.332 0.3555 1.3933 0.6443
N -0.917 -2.848 -3.600 0.2375 -1.1781 -0.4989
Cl -2.469 -4.759 -0.188 1.0995 0.8191 0.8599
O -2.118 5.298 1.922 0.0390 0.1606 0.0867
O 1.404 1.645 2.673 -0.3981 -0.1442 -0.3584
C -2.692 4.916 4.115 -0.4834 0.4149 -1.0536
Cl 4.675 -0.645 1.570 2.4783 0.4665 0.8298
H 1.022 -3.567 -4.270 -0.4299 0.0143 0.5217
O -6.927 1.147 -0.208 -0.0711 -0.6176 0.7777
H 0.931 2.301 -4.906 0.6566 0.1573 -0.4899
C 0.990 2.472 3.425 0.9191 -0.0897 0.4637
H -1.727 4.468 4.343 -1.1259 1.3408 -2.9446
C 2.168 -1.156 -0.827 -0.1166 -0.1250 0.9920
C -1.207 -4.234 -3.143 -1.2988 0.3593 0.2387
H -2.245 -4.478 -3.441 0.4579 -0.1254 0.0312
C 1.390 1.108 5.273 -0.1249 -1.1435 0.3178
H 2.783 0.917 -0.585 -0.0826 -0.4143 -0.0474
F 3.533 2.281 4.757 0.3433 0.2915 -0.0673
H -1.199 -4.285 -2.047 0.3605 -0.4506 -0.4062
C 2.787 -4.367 0.123 0.0679 0.3159 -0.0911
P 1.428 -3.889 -1.052 -0.2798 -1.0494 0.9256
H 3.680 -3.730 0.089 -0.0774 -0.5658 -0.1722
H 2.358 -4.302 1.138 0.2847 0.1126 -0.3710
C 1.617 -2.170 -1.648 0.4678 0.8715 -1.1599
H -0.541 -4.983 -3.579 -0.0436 0.4350 0.0553
N 1.587 1.616 -4.535 -1.0041 0.1849 1.0822
C 1.356 -0.430 -3.321 0.3277 2.0379 -0.8942
H 2.530 -4.661 -2.711 -0.0907 -0.4646 -0.2441
H -3.491 4.404 4.653 -0.0462 0.0568 -0.2680
C 0.541 3.942 1.671 0.1957 0.1823 -0.3704
H -0.080 3.225 1.135 0.0950 -0.0654 0.0288
H 0.789 0.280 4.883 -0.1717 0.1897 -0.0851
H 1.281 1.135 6.358 -0.0679 0.2866 -0.0302
O -3.904 4.152 2.308 0.0317 -0.0652 0.0763
H 2.453 0.986 5.029 0.0744 0.4889 -0.1030
C 1.178 -1.749 -2.974 0.3774 -0.8927 0.0822
H -2.693 5.982 4.344 0.1175 -0.0235 0.0071
C 2.344 0.179 -1.264 0.1608 0.8888 0.0132
O -7.089 -0.595 -1.804 0.0408 -0.0013 0.3287
Be -0.144 -4.734 1.167 -1.3465 0.4811 -1.6161
O 0.511 3.685 3.080 -0.3645 0.0640 0.2577
Cl -6.322 0.551 -1.406 -0.1331 0.4410 -1.4490
O 0.299 0.033 -5.538 0.0626 -0.4199 0.4868
O -6.282 1.512 -2.466 0.1094 -0.0143 0.2002
H 1.971 -2.191 1.079 0.1886 0.4608 0.2448
C 1.954 0.583 -2.518 0.0887 -1.6746 0.8929
O 2.382 3.005 -2.820 -0.1858 -0.5098 -0.0017
O -4.971 0.138 -1.064 0.7054 -0.4508 0.2674
H 3.006 -5.434 -0.038 0.0105 0.4135 -0.2119
```
Forces are in eV/Å.

Computed properties:
E_LUMO, eV: -5.146
Largest force on an atom, eV/A: 4.92
HOMO level, eV: -6.9

Mulliken atomic charge list, values in e, 2 entries: number 1, Cs, carries 1.080; number 2, O, carries -0.231

=====

3.
A structure of composition C16H24Br2O2PdSe2. Source: OMol25; level of theory: ωB97M-V with the def2-TZVPD basis set.

Geometry as XYZ:
```
47
Properties=species:S:1:pos:R:3:forces:R:3
H 0.952 -1.536 1.174 -0.0079 -0.0290 -0.0585
H -2.209 0.481 -3.573 -0.0248 -0.0660 0.0510
H -2.459 3.182 -1.182 0.0145 -0.0093 0.0164
C 4.354 -3.121 1.682 -0.0041 -0.0084 0.0026
H 5.994 -3.250 3.074 -0.0015 0.0016 0.0025
H 4.334 -4.186 1.478 0.0061 -0.0004 0.0058
H 2.238 0.625 -1.528 -0.0132 -0.0190 -0.0054
C -4.359 0.322 -1.670 0.0954 0.0892 0.0787
H 4.373 0.653 2.406 0.0100 0.0020 0.0021
C 3.444 -2.289 1.054 0.0063 0.0256 -0.0320
H -2.921 -2.064 3.587 0.0906 0.0873 0.0316
H -1.552 -3.372 3.528 0.0637 0.0760 0.0329
H -5.110 0.768 -1.004 -0.0611 -0.0958 0.0034
Se -0.649 0.083 -1.715 0.0364 0.0693 0.1694
C 5.284 -2.600 2.576 0.0062 -0.0120 -0.0002
H -4.168 3.030 -0.788 0.0089 0.0116 0.0109
C -3.423 1.474 -2.060 -0.0342 0.1047 0.0323
C 4.364 -0.406 2.186 -0.0467 0.0119 0.0301
H -3.609 3.210 -3.324 -0.0270 0.0191 0.0257
C -2.259 -2.719 3.047 -0.1674 -0.1942 0.1363
C 5.279 -1.238 2.824 -0.0003 0.0080 0.0033
H 3.436 1.906 0.749 0.0162 -0.0091 0.0294
Se -2.826 1.802 0.905 0.0220 -0.0589 -0.0261
C 1.025 -0.579 0.656 0.0004 0.0225 0.1584
C 2.436 -0.033 0.526 -0.0244 0.0310 0.0009
C -3.234 2.465 -0.896 -0.0089 0.0209 -0.0462
H 2.290 1.505 2.069 -0.0309 -0.0063 -0.0030
C -4.179 2.292 -3.129 0.0476 0.0109 -0.0119
C 2.479 1.428 0.998 0.0148 -0.0026 -0.0042
Pd -0.662 0.496 0.689 0.0047 0.0899 -0.0921
H 3.929 0.272 -1.053 -0.0064 0.0267 0.0115
C 2.882 -0.045 -0.958 -0.0479 0.0006 -0.0283
C 3.425 -0.909 1.290 0.0478 -0.0337 -0.0482
H 2.716 -2.704 0.368 0.0011 -0.0051 0.0021
H -1.611 2.032 -2.983 0.0144 -0.0295 -0.0548
O -4.436 1.617 -4.364 0.0349 0.0330 -0.0208
O -3.712 -0.763 -1.044 -0.4154 -0.3933 -0.2340
H -3.606 1.195 -4.615 -0.0102 -0.0243 0.0076
H -5.159 2.583 -2.741 -0.0134 -0.0360 -0.0111
H 5.989 -0.811 3.525 0.0010 -0.0042 0.0023
C -2.068 1.087 -2.669 -0.0557 0.0056 0.0202
H 1.675 1.966 0.496 0.0328 0.0134 -0.0326
Br -0.416 0.582 3.259 -0.0038 -0.0244 -0.0519
Br -2.123 -2.477 1.239 -0.0039 -0.0491 -0.2028
H -4.879 -0.056 -2.558 0.0735 0.0584 -0.0572
H 2.778 -1.043 -1.387 0.0191 -0.0045 0.0019
H -4.049 -0.854 -0.149 0.3406 0.2961 0.1521
```
Forces are in eV/Å.

Computed properties:
E_LUMO (alpha / beta), eV: 4.781 / 4.767
Charge: -2
Multiplicity: 3
Largest force on an atom, eV/A: 0.62
ΔE to the lowest compared entry with this formula, charge and spin, eV: 0.769
HOMO level (alpha / beta), eV: -0.3 / -0.7

natural (NBO) atomic charge list, values in e, 2 entries: number 1, H, carries 0.129; number 2, H, carries 0.172

=====

Q: Among the records above, which one has the lowest largest force on an atom?
A: C16H24Br2O2PdSe2

=====

Q: Which of these has the highest largest force on an atom?
A: C16H24BeCl4CsFMgN3O12P